1.
{
  "formula": "C19H23NO3",
  "method": "ωB97M-V with the def2-TZVPD basis set",
  "orbital_gap_ha": 0.3062,
  "lumo_energy_ev": -0.002,
  "e_tot_ev": -27705.404,
  "homo_ev": -8.335,
  "smiles": "CC(C)(C)N(CC(=O)c1cc(O)cc(O)c1)Cc1ccccc1",
  "elements": ["C", "C", "C", "C", "N", "C", "C", "O", "C", "C", "C", "O", "C", "C", "O", "C", "C", "C", "C", "C", "C", "C", "C", "H", "H", "H", "H", "H", "H", "H", "H", "H", "H", "H", "H", "H", "H", "H", "H", "H", "H", "H", "H", "H", "H", "H"],
  "positions_angstrom": [[-2.455, 0.804, -2.197], [-0.975, 0.199, -2.538], [-0.221, 1.543, -2.734], [-1.135, -0.630, -3.710], [-0.329, -0.552, -1.390], [-1.130, -1.566, -0.535], [-0.934, -1.426, 0.995], [-0.974, -2.458, 1.740], [-0.974, -0.146, 1.645], [-0.756, 1.162, 1.127], [-0.935, 2.338, 1.853], [-0.626, 3.504, 1.246], [-1.093, 2.277, 3.146], [-1.317, 1.047, 3.796], [-1.714, 0.934, 5.098], [-1.365, -0.135, 3.052], [1.053, -1.099, -1.643], [2.002, -1.034, -0.375], [2.823, 0.023, -0.095], [3.810, -0.008, 0.952], [3.956, -1.239, 1.701], [3.033, -2.325, 1.464], [2.197, -2.287, 0.383], [-3.217, -0.034, -2.052], [-2.903, 1.384, -2.922], [-2.425, 1.490, -1.215], [-0.764, 2.349, -3.228], [0.712, 1.398, -3.342], [0.098, 1.990, -1.766], [-0.228, -1.279, -3.839], [-2.026, -1.263, -3.593], [-1.238, 0.058, -4.578], [-0.841, -2.536, -0.837], [-2.247, -1.549, -0.692], [-0.535, 1.257, 0.112], [-0.677, 4.255, 1.888], [-1.049, 3.209, 3.799], [-1.853, 0.022, 5.397], [-1.654, -1.118, 3.431], [0.896, -2.090, -1.865], [1.573, -0.609, -2.498], [2.560, 0.895, -0.721], [4.516, 0.734, 1.195], [4.808, -1.190, 2.347], [3.000, -3.248, 1.974], [1.551, -3.049, 0.024]],
  "atomic_forces_ev_per_a": [[0.9, -2.1, 4.5], [-1.7, 2.8, 3.1], [2.1, -0.2, -0.1], [0.7, -1.0, -2.2], [-0.8, -0.1, 1.0], [0.2, 2.2, -0.7], [-0.7, -3.8, 0.9], [0.3, 2.7, -2.8], [-0.5, 4.1, 3.1], [-0.9, -1.9, -0.2], [1.8, -0.8, -2.7], [-0.2, 1.6, -0.1], [-0.9, 0.7, 6.4], [-1.3, -2.4, -0.9], [0.3, 1.3, 0.7], [1.1, -0.1, -2.0], [0.1, 3.0, 1.7], [0.3, -3.1, -0.1], [0.0, 1.3, 0.5], [-1.6, -3.8, -0.3], [-1.8, 1.7, -2.1], [1.3, 1.2, -0.7], [-0.9, 3.9, -1.5], [1.0, 0.9, 0.2], [-0.2, 1.3, -2.1], [0.0, -1.7, -2.0], [-0.4, -0.4, -0.2], [-0.6, 0.1, 0.5], [-0.2, -0.6, -0.5], [-0.8, 0.5, -0.3], [0.3, 0.0, -0.3], [-0.1, -0.8, 0.2], [0.4, -1.4, -0.1], [1.1, 0.5, 0.0], [0.6, 0.1, -1.3], [0.0, -1.1, -0.8], [-0.2, -1.2, -0.9], [0.3, 0.3, -0.7], [0.1, 0.5, 0.4], [0.2, -2.7, -0.8], [-0.6, -0.1, 0.6], [0.8, 0.0, 0.6], [0.4, 1.1, -0.2], [-0.1, -0.7, 0.8], [0.6, -0.7, 1.0], [-0.3, -1.1, 0.4]]
}

2.
{
  "formula": "C4H5N2OS2",
  "method": "ωB97M-V with the def2-TZVPD basis set",
  "orbital_gap_ha": 0.2098,
  "lumo_energy_ev": 3.327,
  "e_tot_ev": -30927.592,
  "charge": -1,
  "homo_ev": -2.381,
  "smiles": "Nc1sc([S-])c(N)c1O",
  "elements": ["N", "C", "S", "C", "S", "C", "N", "C", "O", "H", "H", "H", "H", "H"],
  "positions_angstrom": [[1.931, -1.624, 1.060], [1.132, -0.753, 0.349], [1.670, -0.199, -1.295], [0.071, 0.650, -1.619], [-0.217, 1.337, -3.129], [-0.639, 0.705, -0.463], [-1.784, 1.440, -0.233], [-0.055, -0.175, 0.681], [-0.761, -0.344, 1.824], [2.866, -1.259, 1.229], [2.083, -2.535, 0.613], [-2.529, 0.722, 0.215], [-2.178, 1.771, -1.145], [-1.589, 0.265, 1.911]],
  "atomic_forces_ev_per_a": [[1.2, -1.4, 1.1], [-0.8, 1.4, -1.4], [-1.8, -0.1, 0.7], [1.5, -0.4, 1.0], [-0.4, 0.5, -0.8], [2.5, -2.5, 1.6], [-3.6, -1.3, 0.9], [-0.5, 1.9, -2.9], [-2.0, 0.9, 1.2], [-0.3, 0.1, 0.1], [-0.4, 0.5, 0.1], [1.6, 2.2, -1.6], [0.5, -0.4, 0.9], [2.6, -1.4, -0.8]]
}

3.
{
  "formula": "C21H36F15KO15PS5",
  "method": "ωB97M-V with the def2-TZVPD basis set",
  "orbital_gap_ha": 0.1750,
  "lumo_energy_ev": 3.483,
  "e_tot_ev": -173629.496,
  "charge": -3,
  "homo_ev": -1.278,
  "elements": ["K", "C", "C", "C", "C", "P", "C", "C", "C", "C", "C", "C", "C", "C", "C", "C", "C", "C", "H", "H", "H", "H", "H", "H", "H", "H", "H", "H", "H", "H", "H", "H", "H", "H", "H", "H", "H", "H", "H", "H", "H", "H", "H", "H", "H", "H", "H", "H", "H", "H", "H", "H", "H", "H", "C", "F", "F", "F", "S", "O", "O", "O", "C", "F", "F", "F", "S", "O", "O", "O", "C", "F", "F", "F", "S", "O", "O", "O", "C", "F", "F", "F", "S", "O", "O", "O", "C", "F", "F", "F", "S", "O", "O", "O"],
  "positions_angstrom": [[18.051, 4.270, 18.642], [15.278, 6.531, 18.100], [16.251, 7.710, 18.181], [15.615, 9.041, 18.463], [16.556, 10.229, 18.589], [15.750, 11.817, 18.872], [14.853, 11.592, 20.401], [15.564, 11.502, 21.750], [14.663, 11.261, 22.964], [14.079, 9.848, 22.973], [16.985, 13.206, 18.896], [16.498, 14.476, 19.551], [17.570, 15.588, 19.411], [18.872, 15.433, 20.202], [14.521, 12.018, 17.554], [13.671, 13.304, 17.712], [12.361, 13.309, 16.854], [11.490, 14.486, 17.278], [14.827, 6.271, 19.053], [15.888, 5.716, 17.785], [14.447, 6.714, 17.412], [16.875, 7.707, 17.283], [16.910, 7.397, 18.999], [15.237, 8.849, 19.476], [14.777, 9.144, 17.765], [17.135, 10.323, 17.664], [17.146, 9.996, 19.480], [14.208, 10.724, 20.217], [14.085, 12.376, 20.370], [16.121, 12.436, 21.895], [16.401, 10.800, 21.816], [13.895, 12.042, 22.940], [15.273, 11.394, 23.858], [13.569, 9.552, 23.886], [14.907, 9.150, 22.822], [13.457, 9.698, 22.088], [17.343, 13.321, 17.871], [17.799, 12.721, 19.441], [16.329, 14.332, 20.623], [15.519, 14.812, 19.212], [17.070, 16.536, 19.617], [17.795, 15.632, 18.341], [19.704, 15.997, 19.783], [19.227, 14.403, 20.280], [18.731, 15.750, 21.237], [13.896, 11.124, 17.567], [15.087, 12.001, 16.620], [14.291, 14.128, 17.367], [13.278, 13.360, 18.726], [11.760, 12.412, 17.009], [12.639, 13.356, 15.801], [10.811, 14.227, 18.088], [10.920, 14.782, 16.395], [12.065, 15.369, 17.568], [22.524, 4.957, 21.201], [23.115, 6.002, 20.602], [22.641, 3.850, 20.443], [23.164, 4.742, 22.351], [20.699, 5.375, 21.447], [20.163, 5.569, 20.115], [20.094, 4.271, 22.184], [20.797, 6.572, 22.292], [19.276, -0.560, 20.301], [19.772, 0.145, 21.305], [20.079, -0.555, 19.242], [19.196, -1.863, 20.719], [17.524, 0.010, 19.851], [16.712, -0.165, 21.043], [17.756, 1.410, 19.476], [17.218, -0.825, 18.706], [14.672, 6.531, 21.717], [14.234, 7.434, 20.804], [14.167, 6.863, 22.917], [14.198, 5.324, 21.454], [16.583, 6.562, 21.807], [16.833, 6.198, 23.192], [17.021, 5.608, 20.790], [16.924, 7.945, 21.431], [19.749, 8.262, 15.701], [20.229, 8.194, 16.941], [18.831, 9.241, 15.600], [20.761, 8.607, 14.895], [18.903, 6.604, 15.180], [19.812, 6.102, 14.145], [18.821, 5.863, 16.431], [17.623, 6.968, 14.600], [13.194, 2.051, 19.223], [11.896, 1.912, 18.825], [13.166, 3.131, 20.029], [13.574, 0.953, 19.840], [14.319, 2.373, 17.693], [14.674, 1.025, 17.272], [13.482, 3.072, 16.754], [15.434, 3.124, 18.257]],
  "atomic_forces_ev_per_a": [[-0.1, -0.4, 0.4], [-0.4, 1.0, 0.0], [1.1, -1.1, -0.1], [-1.1, -0.6, 1.2], [0.2, 0.1, -0.6], [0.5, -1.2, -0.1], [-1.2, 0.2, 0.2], [1.2, 0.6, 0.3], [-0.2, -0.1, -0.3], [0.7, 0.0, -0.8], [-0.9, -1.6, 0.2], [0.8, 0.7, 1.0], [-0.5, 0.0, -0.8], [-0.3, -0.3, 0.5], [-0.2, 0.7, 0.3], [-0.9, -1.4, -1.1], [0.9, 0.1, 0.7], [-0.1, 0.3, -0.9], [0.2, 0.0, -0.1], [-0.2, -0.8, -0.5], [0.2, -0.2, -0.3], [-0.2, 0.2, -0.1], [0.2, 0.6, 0.0], [-0.5, 0.4, -0.2], [0.1, 0.4, 0.0], [0.5, 0.0, 0.3], [0.6, 0.2, -0.2], [0.4, -0.4, -0.1], [0.2, 0.3, 0.6], [-0.3, 0.3, 0.1], [-0.4, -0.6, -0.6], [-0.2, 0.0, 0.3], [0.0, 0.2, 0.0], [-0.2, 0.2, 0.0], [0.0, 0.0, 0.2], [-0.4, -0.1, 0.3], [-0.1, 0.2, -0.1], [0.2, 0.3, 0.1], [0.1, -0.3, 0.0], [0.2, 0.1, -0.5], [0.2, 0.1, 0.2], [0.2, 0.1, 0.0], [-0.2, 0.2, -0.1], [-0.2, -0.1, -0.3], [0.0, 0.1, 0.0], [0.1, 0.0, 0.1], [-0.1, 0.0, -0.1], [-0.2, 0.4, 0.6], [0.6, 0.5, 0.3], [0.4, -0.3, -0.1], [-0.1, 0.0, -0.1], [0.0, 0.0, 0.0], [-0.4, 0.1, 0.3], [0.1, -0.1, 0.1], [-1.9, 0.1, -0.1], [0.5, -0.3, -0.3], [0.5, 0.3, 0.0], [0.2, -0.1, 0.2], [-1.4, 0.3, 2.4], [0.7, 0.0, -0.3], [1.1, 0.1, -0.8], [0.5, -0.3, -1.0], [-2.4, -0.6, 0.1], [0.7, 0.1, 0.0], [0.5, 0.3, 0.1], [0.4, 0.1, 0.1], [0.0, 1.6, -1.1], [0.6, -0.4, -0.2], [0.3, -0.8, 0.5], [0.2, -0.4, 0.6], [1.6, -0.5, 0.5], [-0.6, -0.3, 0.4], [-0.4, 0.5, 0.1], [-0.1, 0.2, -0.5], [1.1, -0.6, -0.4], [-0.5, 0.5, -1.0], [-0.9, 0.7, 0.8], [-0.8, -0.1, 0.5], [-0.6, -1.5, -0.4], [-0.2, 0.4, 0.0], [0.0, 0.6, 0.5], [0.1, 0.1, -0.1], [0.3, -0.8, -1.2], [-0.1, 0.3, 1.2], [0.2, 0.5, -0.5], [0.1, 0.6, 0.6], [0.3, 1.2, -2.0], [0.0, -0.5, 0.1], [0.3, -0.6, 0.4], [-0.2, 0.1, 0.7], [1.3, -1.5, 0.6], [-0.5, 0.6, 0.3], [-0.7, 0.8, -0.1], [-0.7, 0.2, -0.2]]
}

4.
{
  "formula": "C6H7ClNO2",
  "method": "ωB97M-V with the def2-TZVPD basis set",
  "orbital_gap_ha": 0.2687,
  "lumo_energy_ev": 3.527,
  "e_tot_ev": -24442.882,
  "charge": -1,
  "homo_ev": -3.785,
  "smiles": "O=C(CCl)C1=C([O-])NCC1",
  "elements": ["O", "C", "C", "Cl", "C", "C", "O", "N", "C", "C", "H", "H", "H", "H", "H", "H", "H"],
  "positions_angstrom": [[-1.479, 2.363, -0.281], [-1.075, 1.252, -0.324], [-2.540, 0.157, -0.823], [-3.185, -1.120, 0.325], [0.133, 0.646, -0.091], [1.398, 1.178, -0.038], [1.823, 2.297, -0.302], [2.384, 0.096, 0.289], [1.653, -1.008, 0.832], [0.295, -0.908, 0.074], [-3.485, 0.695, -0.804], [-2.402, -0.256, -1.897], [3.132, 0.324, 0.845], [1.456, -0.832, 1.927], [2.124, -1.965, 0.637], [-0.580, -1.447, 0.443], [0.346, -1.473, -0.813]],
  "atomic_forces_ev_per_a": [[-0.3, 2.3, -0.1], [-2.4, -2.2, -0.5], [1.1, 0.1, -0.7], [0.6, -0.6, -0.1], [-0.9, -4.1, 0.1], [3.2, 0.8, 0.0], [0.0, 0.1, 0.3], [-2.9, 0.0, -2.0], [-2.0, 0.1, 0.6], [-0.4, 1.0, 0.9], [0.7, 1.1, -0.4], [-0.1, 0.2, 1.9], [2.0, 1.4, 1.2], [0.2, -0.6, -0.6], [0.2, -0.2, 0.2], [0.2, 0.5, 1.2], [0.8, -0.2, -2.0]]
}